Entry 1:
The following is a quantum chemistry calculation of a single C23H26ClN3O3 molecule, from the OMol25 dataset.

The geometry in XYZ format:
```
56
Properties=species:S:1:pos:R:3:lowdin_charge:R:1
O -5.52501 -2.22777 -0.32940 0.108
C -4.93546 -1.79554 -1.28329 -0.539
O -4.27204 -2.59467 -2.13153 0.107
C -4.83196 -0.34932 -1.68680 -0.038
C -3.96102 0.47150 -0.70997 -0.415
C -3.75177 1.87308 -1.29260 -0.091
C -2.88195 2.70463 -0.35082 -0.280
C -3.55767 2.81476 1.01356 -0.116
C -3.74576 1.41240 1.58791 -0.271
C -4.63615 0.59404 0.65596 -0.087
C -2.38278 0.73747 1.75585 -0.078
C -1.70348 0.63013 0.39345 -0.346
N -0.36904 -0.01843 0.42045 0.029
N 0.09340 -0.20072 -0.80214 0.101
C 1.24768 -0.71952 -1.03024 -0.065
C 2.13473 -1.14329 0.00746 -0.279
N 3.32081 -1.76521 -0.21652 0.036
C 4.14854 -1.54510 -1.38612 -0.138
C 4.96204 -0.27997 -1.24323 -0.212
C 6.29402 -0.33763 -0.85625 -0.046
C 7.02163 0.82446 -0.66784 -0.082
C 6.42060 2.05692 -0.85606 -0.088
C 5.09050 2.12302 -1.23537 -0.077
C 4.36490 0.96121 -1.42757 -0.038
C 1.64195 -0.94362 1.27609 -0.486
Cl 2.58388 -1.38627 2.66021 0.751
C 0.36003 -0.34384 1.56879 -0.444
O -0.03592 -0.13239 2.69917 0.024
C -1.51914 2.03523 -0.19180 -0.071
C -2.59835 -0.20279 -0.53483 -0.047
H -4.34291 -3.52151 -1.85248 0.132
H -5.83777 0.07382 -1.70121 0.139
H -4.40363 -0.30583 -2.68837 0.128
H -3.26888 1.80001 -2.26955 0.128
H -4.71807 2.36272 -1.43037 0.129
H -2.74266 3.70474 -0.77613 0.142
H -4.52533 3.31063 0.91211 0.121
H -2.94212 3.41469 1.68657 0.122
H -4.22147 1.48159 2.57119 0.145
H -5.60618 1.08419 0.54707 0.132
H -4.81139 -0.39705 1.07550 0.121
H -1.77155 1.32231 2.44091 0.122
H -2.50977 -0.25428 2.19027 0.134
H 1.49820 -0.82702 -2.07350 0.112
H 3.84084 -1.93002 0.63840 0.093
H 4.81052 -2.40940 -1.48666 0.123
H 3.51240 -1.49467 -2.27113 0.114
H 6.76580 -1.29843 -0.70551 0.110
H 8.05808 0.76710 -0.37004 0.103
H 6.98649 2.96417 -0.70613 0.102
H 4.61626 3.08210 -1.38194 0.104
H 3.32642 1.01888 -1.72084 0.104
H -1.01954 1.95616 -1.15933 0.119
H -0.88520 2.62399 0.47503 0.133
H -2.10934 -0.31724 -1.50308 0.126
H -2.72646 -1.19600 -0.09798 0.140
```

The value obtained for the total energy is -47409.862 eV. Its max |F| is 0.98 eV/A. For the frontier orbital gap, the calculation gives 8.931 eV. The value obtained for the relative energy (zero: lowest compared OMol25 entry of this formula, charge and spin) is 7.9 kcal/mol. The multiplicity is 1. As for the structure (SMILES): O=C(O)C[C@@]12C[C@H]3C[C@@H](C1)C[C@](n1ncc(NCc4ccccc4)c(Cl)c1=O)(C3)C2.

Entry 2:
The following is a quantum chemistry calculation of a molecular structure, C23H26CoNO3 in a non-equilibrium geometry, from the OMol25 dataset.

The geometry in XYZ format:
```
54
Properties=species:S:1:pos:R:3:mulliken_spin:R:1
C 1.67297 0.06815 2.26365 0.047
C 1.92058 -0.59320 1.03771 0.023
C 2.44178 0.37378 0.13073 0.148
H 1.71094 -1.64708 0.86473 0.011
C 2.36235 1.67374 0.77377 0.032
C 1.97368 1.45638 2.10362 0.136
H 2.66207 2.62005 0.31194 0.014
C -1.49964 -2.33741 3.73698 0.304
C -0.42876 -3.07476 3.15257 0.203
C -0.53257 -2.98870 1.76134 0.083
H 0.29571 -3.66682 3.68361 0.004
C -1.69969 -2.19509 1.46309 0.228
C -2.28883 -1.81235 2.68544 -0.012
H 2.77601 0.22378 -0.89745 0.007
H 1.92821 2.21947 2.87574 0.010
H 1.36313 -0.42350 3.19925 -0.002
H -3.17061 -1.17521 2.76887 0.009
H 0.07728 -3.48489 1.01207 -0.011
H -1.70100 -2.22009 4.79552 -0.011
Co 0.56315 0.78734 0.73927 2.352
C -2.13736 -1.70661 0.09754 0.091
C -3.65263 -1.70805 -0.05111 0.043
C -1.46382 -2.53396 -0.99156 0.064
H -4.02666 -2.72514 0.06829 -0.008
H -3.89726 -1.36196 -1.05960 0.000
H -4.12713 -1.03925 0.68274 0.000
H -1.63983 -3.58793 -0.74804 -0.012
H -0.38276 -2.33676 -1.07736 -0.007
H -1.93707 -2.34771 -1.96547 0.003
C -1.82749 -0.17390 0.05463 0.220
C -0.95474 0.45321 -0.99488 -0.044
H -1.19056 -0.11728 0.96000 -0.105
H -2.70674 0.45529 0.28189 0.000
O 0.30840 0.09630 -0.82101 0.042
N -1.13345 1.57835 -1.73247 0.053
C -0.03843 2.61395 -1.82893 0.020
H -1.96480 1.68347 -2.30423 -0.004
C 1.17557 2.13781 -2.60516 -0.001
C 2.40095 2.81781 -2.47725 0.001
H 2.40923 3.78715 -1.97564 0.000
C 3.57294 2.23903 -2.95204 0.000
H 4.52238 2.75743 -2.82718 0.000
C 3.51630 1.00014 -3.58966 0.001
H 4.43096 0.48686 -3.86199 0.000
C 2.28372 0.39223 -3.83374 0.003
H 2.20584 -0.57776 -4.31771 0.000
C 1.09995 0.97304 -3.37255 0.000
H 0.12118 0.54837 -3.64266 -0.005
H 0.25029 2.86236 -0.77925 0.007
H -0.52272 3.49244 -2.26759 0.000
O -0.58124 1.07994 3.81548 0.003
C -1.27360 1.52367 2.89436 0.008
O -0.90675 1.71289 1.64316 0.053
H -2.35940 1.72092 3.11657 0.001
```

The value obtained for the total energy is -69526.930 eV. Its max |F| is 7.74 eV/A. The expectation value of S² is 6.04. For the frontier orbital gap (alpha / beta), the calculation gives 6.647 / 6.541 eV. The value obtained for the relative energy (zero: lowest compared OMol25 entry of this formula, charge and spin) is 96.7 kcal/mol. The multiplicity is 5.

Entry 3:
The following is a quantum chemistry calculation of a molecular structure, C23H26F3N5S3Sr in a non-equilibrium geometry, from the OMol25 dataset.

The geometry in XYZ format:
```
61
Properties=species:S:1:pos:R:3:lowdin_charge:R:1
Sr 0.22709 0.20265 0.03805 1.378
N 2.42172 0.95843 0.42259 -0.161
C 1.95510 2.14906 -0.45189 -0.275
C 0.86440 1.96164 -1.66135 -0.178
N -0.63163 1.65087 -1.35431 -0.396
C -0.98955 2.54063 -0.12247 -0.118
C -0.42673 2.09824 1.33177 -0.351
N -1.26821 0.98399 1.91326 -0.039
C -1.46370 1.91772 -2.50132 -0.221
C -2.85741 1.33518 -2.29226 -0.272
N -2.74780 -0.00096 -1.72392 0.020
H 2.50623 1.37106 1.37812 -0.002
H 3.36152 0.73049 0.13045 0.076
H 2.81528 2.57811 -0.96386 0.111
H 1.64114 3.00301 0.14666 -0.033
H 1.24460 1.27238 -2.43432 0.113
H 0.90271 2.96790 -2.08938 0.116
H -2.07301 2.61197 -0.01810 0.111
H -0.64905 3.56121 -0.31697 0.088
H -0.42361 3.00498 1.92993 0.047
H 0.62994 1.75753 1.28877 -0.013
H -2.20926 1.36021 1.94763 0.080
H -0.96514 0.88753 2.87818 0.092
H -0.99166 1.44458 -3.36697 0.127
H -1.52056 2.99777 -2.70416 0.128
H -3.38214 1.38674 -3.25716 0.104
H -3.42525 1.96331 -1.59982 0.097
H -1.98845 -0.55519 -2.11226 0.038
H -3.60537 -0.52931 -1.78367 0.071
S 0.12924 5.36699 3.21624 0.203
C 1.30389 4.83340 2.10650 -1.897
S 2.40854 3.53354 2.57194 0.254
S 1.38593 5.53312 0.51006 0.204
F -3.60478 -8.39754 -2.60536 0.120
C -2.77577 -7.93005 -3.55921 -0.569
F -1.90078 -8.93131 -3.83753 0.110
F -3.52833 -7.79024 -4.68549 0.106
C -2.08829 -6.66104 -3.17310 -0.159
C -2.37521 -6.01425 -1.97795 -0.011
C -1.72722 -4.83309 -1.65669 -0.003
C -0.77942 -4.26868 -2.52269 -0.267
C -0.47737 -4.96121 -3.70757 -0.040
C -1.12606 -6.13738 -4.03015 -0.040
C -0.15385 -3.03234 -2.18505 -0.237
C 0.21534 -1.98595 -1.65229 -0.128
H -3.09352 -6.44058 -1.29022 0.115
H -1.92247 -4.32862 -0.71781 0.101
H 0.28338 -4.56084 -4.36461 0.105
H -0.87910 -6.66177 -4.94611 0.112
N -2.98374 -6.76537 3.55736 0.096
C -2.48458 -5.86017 3.04595 -0.225
C -1.85733 -4.72707 2.41666 -0.292
C -0.47403 -4.69660 2.22279 -0.084
C 0.11563 -3.56635 1.67569 -0.174
C -0.59069 -2.40594 1.29030 -0.177
C -1.98874 -2.53095 1.44916 -0.193
C -2.62279 -3.63719 1.99943 -0.095
H 0.11832 -5.55955 2.50951 0.097
H 1.19411 -3.59993 1.52776 0.070
H -2.62958 -1.71236 1.11772 0.061
H -3.70109 -3.66985 2.12213 0.097
```

The value obtained for the total energy is -73214.547 eV. Its net charge is -2. Its max |F| is 8.65 eV/A. For the frontier orbital gap, the calculation gives 4.742 eV. The value obtained for the relative energy (zero: lowest compared OMol25 entry of this formula, charge and spin) is 0.0 kcal/mol. The multiplicity is 1.

Which value of max |F| does entry 1 give?
0.98 eV/A

The lowest relative energy (zero: lowest compared OMol25 entry of this formula, charge and spin) belongs to which entry?
C23H26F3N5S3Sr